Version w
{"formula": "C5H14NO", "method": "ωB97M-V/def2-TZVPD", "symbols": ["C", "N", "C", "O", "H", "H", "H", "H", "H", "H", "C", "C", "C", "H", "H", "H", "H", "H", "H", "H", "H"], "positions_angstrom": [[-2.070, 2.480, 0.476], [-2.714, 1.239, 0.895], [-2.039, 0.052, 0.256], [-0.767, -0.123, 0.581], [-1.153, 2.711, 1.033], [-2.746, 3.336, 0.605], [-1.808, 2.398, -0.579], [-2.531, 1.123, 1.887], [-2.235, 0.230, -0.837], [-2.717, -0.799, 0.521], [1.774, -0.020, -1.037], [1.816, -1.539, -0.925], [2.067, -1.974, 0.531], [1.007, 0.311, -0.324], [1.515, 0.283, -2.055], [2.774, 0.399, -0.879], [2.577, -1.980, -1.576], [0.845, -1.941, -1.209], [2.488, -2.983, 0.573], [2.788, -1.295, 0.984], [1.129, -1.910, 1.079]], "lowdin_charge": [-0.201, -0.148, -0.581, -0.301, 0.056, 0.045, 0.059, 0.065, 0.077, 0.069, -0.150, -0.337, -0.135, 0.040, 0.056, 0.056, 0.080, 0.090, 0.050, 0.057, 0.054], "gap_ev": 6.917, "homo_energy_ha": -0.1005, "lumo_ha": 0.1537, "charge": -1}

---

Version x
{"formula": "C5H14NO", "method": "ωB97M-V/def2-TZVPD", "symbols": ["C", "C", "C", "H", "H", "H", "H", "H", "H", "H", "H", "C", "N", "C", "O", "H", "H", "H", "H", "H", "H"], "positions_angstrom": [[0.952, -2.389, 0.683], [1.473, -1.606, -0.452], [2.423, -0.547, 0.007], [1.712, -3.005, 1.192], [0.174, -3.067, 0.297], [0.466, -1.720, 1.403], [0.615, -1.162, -0.983], [1.983, -2.280, -1.149], [2.741, 0.050, -0.851], [2.000, 0.107, 0.782], [3.320, -1.058, 0.399], [-2.348, 0.504, 0.689], [-0.870, 0.610, 0.552], [-0.636, 1.268, -0.809], [-1.093, 2.489, -0.806], [-2.698, 1.435, 0.222], [-2.701, 0.453, 1.738], [-2.746, -0.349, 0.111], [-0.582, 1.386, 1.158], [-1.101, 0.540, -1.518], [0.472, 1.116, -0.931]], "lowdin_charge": [-0.166, -0.379, -0.156, 0.066, 0.069, 0.062, 0.086, 0.098, 0.063, 0.070, 0.066, -0.190, -0.132, -0.608, -0.317, 0.048, 0.052, 0.054, 0.073, 0.076, 0.065], "gap_ev": 6.459, "homo_energy_ha": -0.0939, "lumo_ha": 0.1435, "charge": -1}

---

It is version x that is the least stable of them.

---

Version w
{"formula": "C2H5S", "method": "ωB97M-V/def2-TZVPD", "symbols": ["S", "H", "C", "C", "H", "H", "H", "H"], "positions_angstrom": [[0.604, -1.056, -1.524], [-0.524, -1.705, -1.156], [-1.148, 1.509, 1.683], [-0.049, 0.805, 1.475], [-1.310, 2.228, 2.486], [-2.065, 1.349, 1.110], [0.089, 0.122, 0.627], [0.766, 0.767, 2.194]], "lowdin_charge": [-0.323, -0.466, -0.120, -0.106, 0.022, 0.036, -0.082, 0.038], "gap_ev": 6.692, "homo_energy_ha": -0.0924, "lumo_ha": 0.1535, "charge": -1}

---

Version x
{"formula": "C2H5S", "method": "ωB97M-V/def2-TZVPD", "symbols": ["S", "H", "C", "C", "H", "H", "H", "H"], "positions_angstrom": [[-0.679, 2.397, 2.159], [-0.386, 3.731, 1.761], [-0.189, -0.537, -0.339], [0.510, -1.512, -0.917], [-1.037, 0.110, -0.739], [0.133, -0.406, 0.664], [0.312, -1.717, -2.016], [1.335, -2.066, -0.574]], "lowdin_charge": [-0.462, -0.451, -0.096, -0.122, 0.077, 0.002, 0.043, 0.010], "gap_ev": 6.270, "homo_energy_ha": -0.0890, "lumo_ha": 0.1414, "charge": -1}

---

It is version x that is the least stable of them.

---

Version w
{"formula": "I2S2", "method": "ωB97M-V/def2-TZVPD", "symbols": ["S", "S", "I", "I"], "positions_angstrom": [[-2.485, 1.591, 0.915], [0.425, -0.782, 1.110], [-1.586, -0.093, -0.323], [2.138, -0.132, -0.339]], "lowdin_charge": [-0.348, -0.415, 0.468, 0.296], "gap_ev": 6.404, "homo_energy_ha": -0.3158, "lumo_ha": -0.0805, "charge": 0}

---

Version x
{"formula": "I2S2", "method": "ωB97M-V/def2-TZVPD", "symbols": ["S", "S", "I", "I"], "positions_angstrom": [[-1.086, -0.389, 0.593], [1.100, -0.370, -0.580], [-2.069, 1.629, -0.080], [2.163, 1.506, 0.088]], "lowdin_charge": [-0.301, -0.343, 0.302, 0.342], "smiles": "ISSI", "gap_ev": 7.125, "homo_energy_ha": -0.3281, "lumo_ha": -0.0662, "charge": 0}

---

It is version w that is the least stable of them.